Here is a cluster of 5 separate species, C15H30O15 in total from the Open Molecules 2025 dataset. Energies are from ωB97M-V/def2-TZVPD.

Geometry as XYZ:
```
60
C15H30O15, DFT ωB97M-V/def2-TZVPD
H -2.2053 -5.3655 5.1466
C 3.3087 -2.4267 -5.2307
H 1.9844 -3.2631 1.7084
H -1.1193 0.1165 0.0228
H 4.3539 -2.4891 -4.9318
O -3.3935 1.4874 -1.3437
C -3.0109 4.9912 2.6478
O -0.2127 -5.2715 4.6440
C 0.7535 3.9800 0.0468
H -3.3154 1.4011 -3.3908
H -4.8984 1.7430 -2.7747
H 3.2771 -2.3813 -6.3177
O 3.0326 0.6326 -3.6583
H -4.0274 4.8600 2.2736
H 2.7293 -3.2486 -4.8310
C -3.9970 1.1560 -2.5782
C 1.6783 -0.4101 -0.1246
H 3.1286 2.4662 -2.8108
H -3.0164 4.7574 3.7109
O -0.5901 3.7587 0.5198
H -0.8949 -0.0205 1.7291
H 4.6590 1.6330 -2.8373
O -0.8457 -5.5590 2.4981
O 1.0203 -4.4317 3.0765
H 0.7570 3.6213 -0.9764
C 3.7473 -1.2957 -0.8348
O 4.6230 -0.0814 -5.0845
O 0.7021 -0.7007 0.7255
O 2.7224 -1.2276 -4.6968
H -2.7197 6.0251 2.4767
O -5.1625 0.6182 -0.2526
C -0.9986 4.5417 1.5067
H -3.3110 1.2634 2.8573
O 2.5125 -1.4509 -0.1431
H 3.6401 -0.5749 -1.6412
O -2.1861 4.0971 1.9140
H -1.5851 -6.8381 4.3802
O -0.4037 5.4857 1.9510
C 3.7537 1.8257 -3.4236
C 1.1868 -3.9968 1.7417
H -4.2436 0.0965 -2.6303
H -4.3927 2.4465 2.1142
H -1.1071 -6.4207 6.0494
O -3.3035 1.3528 0.8032
H 0.3255 -3.4742 1.3111
C -4.0009 1.4315 2.0338
C -1.3434 -6.0315 5.0642
H 1.3581 -4.8242 1.0508
O 1.7563 0.5705 -0.8171
H 0.0246 1.2422 0.8506
H -4.8179 0.7269 2.1697
C -4.0680 1.1031 -0.2620
C 3.5636 -0.2144 -4.5303
H 3.9752 -2.2730 -1.2587
H 4.5518 -1.0119 -0.1584
C -0.0909 -5.1259 3.3224
H 4.0581 2.2898 -4.3594
C -0.3754 0.2356 0.8069
H 1.4484 3.4152 0.6649
H 1.0051 5.0369 0.0801
```

Properties
largest force on an atom	1.4	eV Å⁻¹
SMILES string	COC(=O)OC.COC(=O)OC.COC(=O)OC.COC(=O)OC.COC(=O)OC
energy relative to the best compared isomer or geometry (same formula, charge and spin)	53.5	kJ/mol
highest occupied orbital energy	-10.816	eV
E_tot	-46753.6678	eV
LUMO	0.0194	hartree
frontier orbital gap	11.3	eV

Here is the molecule C15H30O2 from the Open Molecules 2025 dataset. Energies are from ωB97M-V/def2-TZVPD.

Geometry as XYZ:
```
47
C15H30O2, DFT ωB97M-V/def2-TZVPD
C 2.1551 -1.4123 -1.6394
H -3.8139 -1.4191 0.0490
H 0.4686 -2.7524 -1.7839
C 1.1271 2.8689 1.3391
H 2.3548 4.2544 0.3623
O -1.3488 -2.0375 -0.2883
C -1.0578 0.6214 1.0335
H 0.5101 -1.3982 0.4410
C 2.6202 2.3684 -0.7090
H -2.2839 2.3530 0.5027
H 1.1133 3.5584 2.1627
C 2.6292 0.0738 -1.7267
C -0.1839 3.1054 0.5821
H 1.8150 2.5688 -1.3881
C -2.5630 -3.7798 0.9174
C -0.1644 -1.2668 -0.4070
H -0.4331 -3.5157 0.7755
H 3.2975 3.0574 1.1458
C 2.4130 3.1705 0.5702
H -2.6993 -4.2610 -0.0737
H -1.1854 -2.3711 1.8120
H 1.1753 1.8565 1.7118
H -4.4203 -2.9331 -0.6869
H 1.9464 0.5996 -2.4015
H -0.1420 3.0019 -0.5189
C -1.3542 2.1563 1.1029
H 3.5172 2.7410 -1.2314
H 0.2694 -1.1437 -2.5373
C 2.7588 0.8310 -0.4287
C -1.3356 -2.9050 0.8763
H 0.1553 0.8652 -0.7738
H 3.5893 0.1211 -2.1652
C 0.6212 -1.6730 -1.6590
H -0.5055 4.1371 0.8040
H -2.4235 -4.5572 1.6537
H -1.4959 0.2766 -1.1138
H 2.0368 0.4527 0.3036
H 2.4825 -1.8232 -2.6076
C -4.3887 -2.3416 0.2229
H 3.7895 0.6740 -0.0560
H 2.6466 -2.0058 -0.8505
C -0.6361 0.1777 -0.3984
H -1.6189 2.4479 2.1402
H -1.9711 0.0803 1.3335
H -0.3024 0.3492 1.8006
O -3.7514 -3.0857 1.2972
H -5.4132 -2.0862 0.5053
```

Properties
largest force on an atom	1.7	eV Å⁻¹
SMILES string	COCCOC1CCCCCCCCCCC1
energy relative to the best compared isomer or geometry (same formula, charge and spin)	237.0	kJ/mol
highest occupied orbital energy	-9.482	eV
E_tot	-20135.5916	eV
LUMO	0.0369	hartree
frontier orbital gap	10.5	eV

Here is a structure of composition C15H31Br9O18S5 from the Open Molecules 2025 dataset. Energies are from ωB97M-V/def2-TZVPD.

Geometry as XYZ:
```
78
C15H31Br9O18S5, DFT ωB97M-V/def2-TZVPD
H -3.3965 -1.6778 0.0489
O 3.9704 -0.6305 -3.7858
H 5.1646 3.5329 -2.0219
C 6.1335 0.0286 -2.4374
S 5.1420 0.1881 -3.8888
H -4.7780 -1.9556 1.1215
Br 0.1878 -1.8247 6.3740
C 0.2917 0.6722 0.5557
H 1.4248 -1.8372 -3.5083
O -3.3621 1.0298 2.3745
Br 1.4326 -0.4611 3.8248
O -6.1856 2.2633 -0.7580
H 1.8663 3.1106 3.1496
Br 4.6338 -2.1678 -0.5000
C -4.1862 1.4406 -2.1637
C 0.2969 4.4391 2.5314
H -4.4595 0.8167 4.8794
Br -0.1274 -0.9993 -0.2759
S 0.5499 -4.9669 -2.5627
Br 4.5366 -3.0227 2.5403
H 4.6391 2.3643 -0.8396
O 2.4083 4.2861 1.5877
H 6.8980 0.7907 -2.5384
O 6.0093 0.1121 -5.0008
H -0.1113 -2.4204 -2.9985
H -4.9274 -2.1958 4.5545
O 1.3618 4.6210 -0.5720
H -0.2503 -3.4040 -5.1901
C 1.7579 4.1527 2.8512
C -4.9631 -1.1939 4.1259
H -0.2016 3.5401 2.1657
C -5.3172 -1.3642 -0.8806
S -3.0678 -0.2708 2.8050
O -5.4628 0.0186 -0.4126
H 3.0095 2.7266 -3.4140
C -4.1272 -0.2149 4.9808
O 0.3435 5.4598 1.5246
H -6.0097 -0.8845 4.1372
H 2.1647 4.8105 3.6179
Br -0.9269 2.0336 -0.0553
H 3.1655 1.2662 -2.4711
O 1.2305 -6.0524 -2.0391
H 3.5116 3.5641 -1.3215
H -6.3144 -1.7927 -0.9333
H 2.1165 -2.5320 4.9667
O -6.6018 0.6077 -2.5132
O -0.7811 -4.6590 -2.1559
Br 2.1108 -3.6806 0.6262
H -3.7300 0.5289 -2.5379
H 3.0585 -1.4877 1.2737
C 4.3084 2.9322 -1.7175
O 0.5751 -4.9814 -4.1569
S 1.6426 5.3112 0.6287
H 5.5134 0.1227 -1.5510
Br 2.1303 1.1242 0.2055
H 6.5560 -0.9738 -2.4882
O 2.2935 6.5561 0.5911
Br 0.2382 -3.4100 3.6212
C -4.4136 -2.0633 0.0940
H -4.8811 -1.3482 -1.8787
H 1.5082 -3.5096 -5.3130
H -4.0890 -0.5785 6.0002
H -4.4369 -3.1406 -0.0788
O -2.0474 -1.0193 2.1924
C 3.4986 -2.4446 1.0293
S -5.7769 1.1397 -1.4915
H -3.5347 1.8084 -1.3789
H -4.3597 2.2039 -2.9194
O -4.4151 -1.1332 2.8244
O 1.4312 -3.6552 -2.4325
H -0.2726 4.8095 3.3797
C 1.1333 -2.1600 4.7234
C 0.6603 -3.6280 -4.6391
O -2.8258 -0.2999 4.3621
C 3.7225 2.1184 -2.8616
H 0.1390 0.5469 1.6182
C 0.8593 -2.7546 -3.3808
O 4.7144 1.7184 -3.8230
```

Properties
largest force on an atom	2.6	eV Å⁻¹
energy relative to the best compared isomer or geometry (same formula, charge and spin)	0.0	kJ/mol
highest occupied orbital energy	-10.041	eV
E_tot	-737466.4733	eV
LUMO	-0.0155	hartree
frontier orbital gap	9.6	eV

Q: Which of these has the lowest highest occupied orbital energy?
A: C15H30O15

Q: frontier orbital gap of number 2 (C15H30O2)?
A: 10.5 eV

Q: Which of these has the lowest largest force on an atom?
A: C15H30O15

Q: Which of these has the highest largest force on an atom?
A: C15H31Br9O18S5